# 1
Here is a 2-piece molecular cluster, C5H2Cl2O overall from the OMol25 dataset. Energies are from ωB97M-V with the def2-TZVPD basis set.

Properties
HOMO energy	-8.60	eV
E	-32303.491	eV
HOMO-LUMO gap	0.289	Ha

Bonds (Å) are listed after each position.
Cartesian coordinates (Å):
1 C 1.1987 -1.1753 -0.0732  C2 1.448, C3 1.314, H9 1.094
2 C 1.1247 0.2530 0.1524  C1 1.448, C4 1.205
3 C 0.5150 -1.3893 -1.1748  C1 1.314, O6 1.166
4 C 0.8071 1.4146 0.1947  C2 1.205, H10 1.032
5 C -1.7043 1.2114 0.6867  Cl7 1.729, Cl8 1.643
6 O 0.0715 -1.5979 -2.2329  C3 1.166
7 Cl -2.3182 0.2511 -0.6130  C5 1.729
8 Cl -2.0467 0.5440 2.1489  C5 1.643
9 H 1.8041 -1.8974 0.4829  C1 1.094
10 H 0.5483 2.3858 0.4284  C4 1.032

Results of the Löwdin charge analysis, in e, for atoms 1 through 8:
1 C -0.0835
2 C -0.1653
3 C -0.2215
4 C 0.0571
5 C -1.0427
6 O 0.1842
7 Cl 0.5337
8 Cl 0.5984

# 2
Here is a 2-piece molecular cluster, C3H10N2O2 overall from the OMol25 dataset. Energies are from ωB97M-V with the def2-TZVPD basis set.

Properties
HOMO energy	-9.52	eV
structure (SMILES)	CCNC(N)=O.O
E	-10348.357	eV
HOMO-LUMO gap	0.375	Ha

Bonds (Å) are listed after each position.
Cartesian coordinates (Å):
1 C 1.5635 1.2882 -0.3944  C2 1.574, H7 1.138, H8 1.083, H9 1.127
2 C 0.5230 0.4478 -1.2244  C1 1.574, N3 1.466, H10 1.079, H11 1.096
3 N -0.7523 0.4375 -0.5006  C2 1.466, C4 1.417, H12 1.009
4 C -1.5663 -0.6366 -0.0632  N3 1.417, N5 1.407, O6 1.215
5 N -1.4806 -1.6688 -1.0156  C4 1.407, H13 1.021, H14 1.000
6 O -2.1297 -0.5876 1.0116  C4 1.215
7 H 2.2231 1.9467 -1.0476  C1 1.138
8 H 2.1628 0.6020 0.1902  C1 1.083
9 H 1.0665 2.0201 0.3043  C1 1.127
10 H 0.3315 1.0211 -2.1185  C2 1.079
11 H 0.9351 -0.5483 -1.4234  C2 1.096
12 H -0.6244 1.1282 0.2239  N3 1.009
13 H -2.0124 -2.3972 -0.5377  N5 1.021
14 H -0.6187 -2.0016 -1.3979  N5 1.000
15 O 0.2433 0.0654 2.6300  H16 1.012, H17 0.983
16 H 0.3704 -0.6098 3.3731  O15 1.012
17 H -0.2348 -0.5071 1.9902  O15 0.983

Results of the Löwdin charge analysis, in e, for atoms 1 through 8:
1 C -0.0843
2 C -0.2325
3 N 0.0277
4 C -0.5804
5 N 0.1437
6 O 0.0501
7 H 0.0866
8 H 0.0571

# 3
Here is a 2-piece molecular cluster, H5NS overall from the OMol25 dataset. Energies are from ωB97M-V with the def2-TZVPD basis set.

Properties
HOMO energy	-9.61	eV
structure (SMILES)	N.S
E	-12406.268	eV
HOMO-LUMO gap	0.384	Ha

Bonds (Å) are listed after each position.
Cartesian coordinates (Å):
1 N -0.4375 1.6309 0.4716  H2 1.001, H3 1.012, H4 1.020
2 H -1.0827 1.8744 1.1978  N1 1.001
3 H -0.0313 0.7177 0.6275  N1 1.012
4 H -0.7951 1.5748 -0.4818  N1 1.020
5 S 0.9823 -1.4810 -0.9148  H6 1.337, H7 1.310
6 H 1.4501 -2.0943 0.1768  S5 1.337
7 H -0.0858 -2.2226 -1.0772  S5 1.310

In the Löwdin picture, each atom carries the following charge in e:
1 N 0.0024
2 H -0.0073
3 H -0.0597
4 H 0.0036
5 S 0.5101
6 H -0.2121
7 H -0.2370

# 4
Here is a single C2H6N2OS molecule from the OMol25 dataset. Energies are from ωB97M-V with the def2-TZVPD basis set.

Properties
HOMO energy	-8.50	eV
structure (SMILES)	CN(O)C(N)=S
E	-18032.790	eV
HOMO-LUMO gap	0.337	Ha

Bonds (Å) are listed after each position.
Cartesian coordinates (Å):
1 C 1.6928 -0.9684 -0.9445  N2 1.437, H7 1.108, H8 1.075, H9 1.117
2 N 0.4621 -0.2747 -0.6795  C1 1.437, O3 1.423, C4 1.296
3 O -0.1764 0.2210 -1.8506  N2 1.423, H10 0.958
4 C -0.0661 -0.0500 0.4821  N2 1.296, N5 1.403, S6 1.698
5 N 0.6459 -0.6378 1.5383  C4 1.403, H11 0.992, H12 0.981
6 S -1.3993 0.9595 0.7787  C4 1.698
7 H 1.6308 -2.0729 -0.8785  C1 1.108
8 H 1.9085 -0.7521 -1.9751  C1 1.075
9 H 2.4885 -0.5829 -0.2621  C1 1.117
10 H -0.8363 0.8455 -1.5464  O3 0.958
11 H 0.2070 -0.4879 2.4155  N5 0.992
12 H 0.8860 -1.5712 1.3562  N5 0.981

Results of the Löwdin charge analysis, in e, for atoms 1 through 8:
1 C -0.0217
2 N -0.2105
3 O 0.0009
4 C -0.8778
5 N 0.0841
6 S 0.5736
7 H 0.1010
8 H 0.0871

The calculation returns the following energy above the lowest of the compared OMol25 structures with the same formula, charge and spin values, one per record and in order: 277.07, 109.09, 17.01, 194.44 kJ/mol.
The calculation returns the following E_LUMO values, one per record and in order: -0.7, 0.7, 0.8, 0.7 eV.